(1)
This record from the OMol25 dataset describes a molecular structure, C30H25BrF9HfN3O2S2 in a non-equilibrium geometry. The level of theory is ωB97M-V/def2-TZVPD.

As for the relative energy (zero: lowest compared OMol25 entry of this formula, charge and spin): 1.5 kcal per mole. The net charge is +2. The calculation puts the LUMO energy at -7.04 eV. For the HOMO-LUMO gap, the calculation gives 6.5 eV.

Last column: Mulliken charge in e.
Geometry (Å):
Hf 0.09573 0.04446 0.13641  -0.06
Br 6.28271 -4.26485 0.85840  -0.12
C 5.05349 -2.92866 0.39360  0.03
C 5.12176 -2.34180 -0.86453  -0.83
C 4.20964 -1.36011 -1.21184  -0.67
C 3.24638 -0.96840 -0.29077  0.27
C 3.15409 -1.57823 0.95120  0.17
C 4.06999 -2.55775 1.30016  -1.08
N 2.28271 0.05160 -0.62742  0.43
C 2.61998 1.00234 -1.40772  -0.57
C 1.61219 1.96722 -1.87381  0.76
C 1.94510 2.96801 -2.76092  -1.04
C 0.93210 3.79243 -3.24485  -0.42
C -0.36532 3.56360 -2.83043  -1.17
C -0.61387 2.54478 -1.92128  -0.16
N 0.35156 1.76613 -1.42821  0.28
H 5.87125 -2.66523 -1.57262  0.45
H 4.23760 -0.95091 -2.21352  0.57
H 2.38173 -1.31913 1.66295  0.35
H 4.01018 -3.03474 2.26810  0.50
H 3.63719 1.10618 -1.77844  0.71
H 2.97004 3.08800 -3.08438  0.55
H 1.15883 4.58336 -3.94699  0.48
H -1.18822 4.15816 -3.20046  0.48
H -1.61948 2.32776 -1.59020  0.71
F 0.79556 -1.09802 5.44850  -0.22
C 0.55096 0.21297 5.42771  0.55
F -0.78148 0.38459 5.45619  -0.22
F 1.05225 0.74790 6.53943  -0.29
C 1.13607 0.86379 4.19492  -0.24
C 2.05115 1.88777 4.30215  -0.33
C 2.56250 2.50881 3.15807  -1.17
C 2.11478 2.07325 1.93780  -0.35
N 1.21600 1.07778 1.83083  0.91
C 0.73285 0.44556 2.91744  0.66
S -0.33911 -0.86896 2.52568  -0.46
H 2.37316 2.21006 5.28380  0.59
H 3.28630 3.30666 3.22752  0.48
H 2.46559 2.51581 1.01393  0.43
C -1.67874 -3.44401 -0.52451  -1.76
C -0.64544 -2.59704 -1.24727  1.44
O 0.14145 -1.83830 -0.37826  0.14
C -1.32359 -1.52298 -2.10753  0.17
F -0.41214 -0.70564 -2.68420  -0.21
F -2.17425 -1.89293 -3.02117  -0.24
F -1.96102 -0.66267 -1.20524  -0.24
C 0.28950 -3.48939 -2.09139  0.53
F 0.89931 -4.36874 -1.30534  -0.23
F 1.23191 -2.77342 -2.71481  -0.19
F -0.41556 -4.14564 -3.01540  -0.25
H -2.25865 -2.82368 0.15680  0.36
H -1.17101 -4.21467 0.05051  0.43
H -2.35389 -3.92104 -1.23395  0.45
C -8.10336 1.26529 0.93616  -1.49
C -6.63860 1.58482 0.97515  0.82
C -5.72862 0.70272 1.56900  -0.99
C -4.37958 0.99065 1.60695  -0.24
C -3.93625 2.17894 1.02623  0.90
C -4.81317 3.06882 0.41695  -0.60
C -6.16421 2.76413 0.40509  -0.73
S -2.24710 2.60433 1.06304  0.09
C -1.88930 2.70922 2.80246  -1.01
O -1.51248 1.29886 0.66366  0.02
H -8.35139 0.43119 1.58873  0.36
H -8.40316 0.99992 -0.07949  0.33
H -8.69811 2.12816 1.23448  0.39
H -6.09344 -0.21439 2.01327  0.37
H -3.67928 0.30710 2.07255  0.34
H -4.45406 3.98789 -0.02979  0.42
H -6.86362 3.45047 -0.05490  0.43
H -2.11636 1.75260 3.27218  0.32
H -2.51227 3.50468 3.21143  0.56
H -0.83597 2.96688 2.90369  0.32

=====

(2)
This record from the OMol25 dataset describes a molecular structure, C30H25ClCoIN5O4S in a non-equilibrium geometry. The level of theory is ωB97M-V/def2-TZVPD.

The net charge is +1. Its spin multiplicity is 5. The calculation puts the LUMO energy (alpha / beta) at -2.87 / -6.35 eV. For the HOMO-LUMO gap (alpha / beta), the calculation gives 7.2 / 3.7 eV.

Last column: Mulliken charge in e.
Geometry (Å):
Co 0.19680 0.25500 0.50840  0.65
C 3.10710 -3.09660 1.14240  -0.76
C 1.86980 -3.55260 0.44500  0.55
N 1.85660 -4.75040 -0.05660  -0.65
C 0.79690 -5.23030 -0.69880  -1.01
C -0.32190 -4.46720 -0.96220  0.78
C -1.53450 -5.16350 -1.55040  -0.97
O -2.20800 -4.48870 -2.58760  -0.53
C -0.33050 -3.12540 -0.50580  -0.40
C -1.39950 -2.25430 -0.84860  -0.51
N -1.66460 -1.07240 -0.37690  -0.13
C -2.93610 -0.56750 -0.67310  0.58
C -3.98480 -1.38290 -1.14500  -0.65
C -5.22460 -0.87590 -1.46820  -0.87
C -5.49250 0.47530 -1.31770  -0.59
C -4.51840 1.29120 -0.77380  -0.63
C -3.28280 0.76500 -0.43430  0.29
I -1.91490 2.03880 0.57760  0.21
C 0.73040 -2.67230 0.33660  0.79
O 0.68040 -1.57850 0.98010  -1.01
H 3.74770 -3.95400 1.31800  0.48
H 2.86510 -2.60740 2.08160  0.13
H 3.63880 -2.38550 0.51110  0.08
H 0.86270 -6.26780 -0.99410  0.33
H -2.26520 -5.27760 -0.73900  0.30
H -1.23560 -6.16790 -1.86960  0.42
H -1.75890 -4.65410 -3.42370  0.30
H -2.05510 -2.67580 -1.60820  1.26
H -3.84830 -2.44690 -1.24700  0.51
H -5.98920 -1.54860 -1.82380  0.40
H -6.45390 0.88740 -1.57470  0.40
H -4.71590 2.33550 -0.59230  0.41
C 1.74180 0.19940 5.54690  -0.88
N 2.59420 0.04740 4.39910  0.31
C 3.89920 -0.35040 4.41580  -0.60
C 4.35420 -0.31600 3.14420  -0.60
N 3.31880 0.09870 2.33230  0.92
C 2.23030 0.30930 3.12360  0.28
S 0.67460 0.82880 2.76000  -0.20
C 3.50910 0.30290 0.95300  -0.41
C 4.77010 0.72360 0.51640  -0.93
C 5.01600 0.78310 -0.84030  -0.81
C 4.00700 0.41190 -1.72010  -1.02
C 2.78630 0.02900 -1.19700  -0.80
N 2.53710 -0.01940 0.10760  2.11
H 2.31390 -0.01120 6.44800  0.34
H 0.89290 -0.48280 5.48670  0.35
H 1.35260 1.21720 5.59150  0.37
H 4.40600 -0.61640 5.31960  0.49
H 5.30580 -0.59620 2.74480  0.55
H 5.52630 1.02250 1.22430  0.69
H 5.97700 1.11140 -1.20600  0.48
H 4.15860 0.44150 -2.78540  0.47
H 1.96120 -0.26200 -1.83600  0.34
Cl 1.56540 8.63970 -1.03190  -0.20
C 1.62200 6.96400 -0.64160  0.35
C 2.62120 6.48630 0.19680  -0.74
C 2.65070 5.14540 0.52140  -0.32
C 1.68390 4.28170 0.00980  0.44
C 0.68850 4.76640 -0.83080  -0.26
C 0.65380 6.10890 -1.15510  -0.84
C 1.71670 2.84140 0.42590  0.51
O 2.43980 2.51700 1.36990  -0.57
O 0.96810 2.04000 -0.22240  -0.73
H 3.36220 7.16400 0.59050  0.43
H 3.41480 4.75940 1.18020  0.43
H -0.06210 4.08850 -1.21150  0.44
H -0.12000 6.49170 -1.80070  0.43

=====

Question: Which value of net charge does entry 2 give?
Answer: +1

=====

Question: Number 1 is which compound?
Answer: C30H25BrF9HfN3O2S2